Entry 1:
Molecular formula: C59H38Cl4IrN4O3P2S
Method: DFT, ωB97M-V/def2-TZVPD

Structure (XYZ):
```
112
Properties=species:S:1:pos:R:3:mulliken_charge:R:1
Ir -0.40047 -0.12178 0.51074 1.99
N -4.08527 9.41417 -0.47043 -0.54
C -3.61459 8.37250 -0.35460 -0.20
C -3.02488 7.06696 -0.21018 0.63
C -1.69971 6.94813 0.20119 -1.11
C -1.13569 5.69204 0.34024 -0.11
C -1.88090 4.55005 0.06036 -0.23
C -3.20408 4.67777 -0.35373 0.00
C -3.78037 5.92931 -0.48303 -1.02
C -1.28418 3.19191 0.19398 1.41
C -0.87305 2.79968 1.46149 -0.22
C -0.93031 3.57717 2.64755 -0.46
C -0.37955 2.81676 3.65067 -2.02
C -0.02137 1.58900 3.06165 -0.61
N -0.30207 1.56629 1.76338 1.53
C -1.17796 2.45051 -0.97742 -0.55
C -1.42278 2.92239 -2.29385 -0.78
C -1.15162 1.88910 -3.15804 -2.30
C -0.76312 0.80436 -2.35406 -0.18
N -0.75082 1.12649 -1.06731 1.39
H -1.12137 7.83775 0.41040 0.47
H -0.10991 5.58882 0.66762 0.54
H -3.77829 3.78603 -0.57237 0.50
H -4.81044 6.03073 -0.79615 0.48
H -1.33663 4.57121 2.72914 0.78
H -0.25088 3.07924 4.68770 0.51
H 0.40961 0.73993 3.55701 0.08
H -1.74857 3.91802 -2.54574 0.72
H -1.24113 1.87439 -4.23110 0.53
H -0.52366 -0.19116 -2.68606 0.41
Cl -0.20611 -4.53111 6.09331 -0.19
C 0.44540 -3.39338 4.98616 0.64
C 1.86249 -3.15165 4.98758 0.43
Cl 2.85659 -4.02132 6.08741 -0.20
C 2.40208 -2.22014 4.15481 -0.06
Cl 4.06996 -1.81728 4.16195 -0.17
C 1.57164 -1.45592 3.25075 -1.11
O 1.97837 -0.48249 2.60362 -0.52
C 0.15948 -1.83643 3.14402 -0.65
O -0.57647 -1.39299 2.20595 -0.05
C -0.37909 -2.73714 4.10900 0.18
Cl -2.07849 -2.96436 4.10989 -0.16
O 1.47222 -1.80603 -1.94302 0.30
C 1.93683 -0.73308 -2.65113 0.63
C 2.09997 -0.71241 -4.02436 -1.10
C 2.66437 0.41434 -4.60828 -0.94
C 3.07813 1.47535 -3.81943 -1.00
C 2.86855 1.44186 -2.44718 -0.88
C 2.24268 0.35873 -1.84089 0.65
P 1.89825 0.14287 -0.04442 2.01
C 3.19334 -1.09803 0.28289 1.59
C 4.53669 -0.76808 0.15529 -0.43
C 5.51175 -1.73903 0.34657 -0.98
C 5.14930 -3.04280 0.64695 -0.93
C 3.80513 -3.38101 0.75281 -0.82
C 2.83809 -2.40944 0.57020 0.64
C 2.51795 1.71836 0.64610 1.19
C 2.05728 2.91648 0.10202 -1.22
C 2.47553 4.13474 0.61579 -0.97
C 3.34533 4.17279 1.69545 -1.14
C 3.79722 2.98539 2.25159 -0.82
C 3.38903 1.76584 1.73400 -1.18
C 0.74335 -2.82448 -2.50322 -0.49
C 1.32728 -3.71458 -3.39789 -0.21
C 0.57680 -4.77058 -3.87759 -0.78
C -0.73431 -4.94923 -3.44446 -0.92
C -1.27761 -4.08505 -2.51447 -0.31
C -0.54468 -2.99703 -2.02665 -0.21
P -1.27988 -1.98929 -0.68450 2.64
C -2.79064 -1.35523 -1.32877 -0.26
C -3.02745 -1.23000 -2.70320 -1.35
C -3.90374 -0.31331 -3.22885 -1.01
C -4.47354 0.62390 -2.33289 -0.47
C -4.30053 0.55406 -0.98770 -1.11
C -3.58420 -0.56089 -0.36147 -0.06
C -1.69814 -3.40668 0.40915 1.20
C -3.02531 -3.79404 0.54083 -0.35
C -3.35425 -4.95430 1.23398 -0.89
C -2.35856 -5.74150 1.78532 -0.81
C -1.02714 -5.36270 1.65396 -0.61
C -0.70298 -4.20312 0.97287 -0.49
H 1.79524 -1.55219 -4.63203 0.62
H 2.79679 0.44567 -5.68185 0.43
H 3.55430 2.33795 -4.26534 0.45
H 3.19753 2.28357 -1.85731 0.63
H 4.82913 0.24367 -0.09803 0.52
H 6.55699 -1.47275 0.25664 0.45
H 5.91155 -3.79616 0.79797 0.41
H 3.51358 -4.39810 0.98371 0.55
H 1.78837 -2.65512 0.65452 -0.74
H 1.36515 2.90589 -0.73084 0.88
H 2.12085 5.05440 0.16721 0.56
H 3.66935 5.12261 2.10120 0.43
H 4.47049 3.00488 3.09901 0.47
H 3.73699 0.84843 2.18560 0.36
H 2.36191 -3.57913 -3.68352 0.65
H 1.01855 -5.46740 -4.57783 0.44
H -1.32122 -5.77937 -3.81395 0.48
H -2.28256 -4.24890 -2.14627 0.56
H -2.46214 -1.86221 -3.38037 0.27
H -4.08563 -0.25471 -4.29189 0.41
H -5.06201 1.44394 -2.73127 0.35
H -4.75184 1.29079 -0.33136 0.52
H -4.20241 -1.14097 0.33146 0.83
H -3.80186 -3.20331 0.07245 0.36
H -4.39295 -5.24328 1.33255 0.45
H -2.61368 -6.64759 2.31964 0.40
H -0.24297 -5.97214 2.08577 0.49
H 0.33782 -3.92491 0.87407 0.16
S -3.53874 0.65543 3.30569 -0.33
C -2.92400 0.29756 1.92389 0.55
N -2.49646 0.00712 0.82163 -0.47
```

Summary:
multiplicity	2
relative energy (zero: lowest compared OMol25 entry of this formula, charge and spin)	56.2	kJ/mol
HOMO-LUMO gap (alpha / beta)	5.6 / 4.9	eV

Entry 2:
Molecular formula: C5H7O3S
Method: DFT, ωB97M-V/def2-TZVPD

Structure (XYZ):
```
16
Properties=species:S:1:pos:R:3:mulliken_charge:R:1
C -0.07410 2.63578 -0.40380 0.18
C -0.29534 1.52388 -0.09484 -0.98
C -0.37216 0.19807 0.46916 -0.37
C 0.58221 -0.85142 -0.26543 -0.48
C 2.00197 -0.78707 0.20117 -0.99
S -2.08839 -0.33002 -0.02408 1.14
O -2.29781 0.15070 -1.41030 -0.69
O -2.12783 -1.75834 0.16022 -0.70
O -2.89629 0.46651 0.90223 -0.69
H 0.16398 3.65687 -0.60335 0.49
H -0.19854 0.14620 1.46796 0.59
H 0.41097 -0.76883 -1.40715 0.31
H 0.09058 -1.85594 -0.04955 0.35
H 1.88642 -0.69636 1.36752 0.23
H 2.68184 -0.04512 -0.27880 0.25
H 2.53249 -1.68491 -0.03097 0.35
```

Summary:
net charge	-1
SMILES	C#C[C@H](CC)S(=O)(=O)[O-]
relative energy (zero: lowest compared OMol25 entry of this formula, charge and spin)	192.5	kJ/mol
HOMO-LUMO gap	8.6	eV

Entry 3:
Molecular formula: C26H32Br2N2O2S
Method: DFT, ωB97M-V/def2-TZVPD

Structure (XYZ):
```
65
Properties=species:S:1:pos:R:3:mulliken_charge:R:1
H 6.75726 0.15001 0.48258 0.24
N 6.38038 0.58822 -0.36326 -0.69
C 5.92996 -0.34368 -1.10866 0.84
C 6.00440 -1.80517 -0.70053 -1.33
C 5.26167 0.06643 -2.42489 -1.17
C 3.82506 0.43673 -2.07562 0.65
C 3.52674 1.51987 -1.28370 -0.92
C 2.22989 1.81116 -0.94707 -0.17
C 1.16234 1.04472 -1.37404 0.42
C 1.48727 -0.00862 -2.20066 0.45
C 2.77667 -0.31983 -2.54498 -1.10
S 0.15011 -0.98874 -2.84899 -0.45
C -0.96660 -0.95258 -1.46094 0.72
C -1.73103 -2.04584 -1.18286 -0.68
C -2.61574 -2.04667 -0.12936 -0.49
C -2.71170 -0.88356 0.59237 -1.06
C -1.93750 0.21202 0.30859 -0.05
C -1.01572 0.21040 -0.71701 0.12
N -0.19761 1.34488 -1.02332 0.33
C -0.33071 2.41148 -0.10725 -0.49
Br -1.17414 3.98911 -0.85032 -0.11
C 0.05527 2.42431 1.16617 0.32
C 0.75214 1.25632 1.80115 -1.08
Br -0.19654 3.92898 2.31489 -0.11
H 5.65622 -1.90740 0.33381 0.37
H 5.35196 -2.44064 -1.30571 0.35
H 7.03594 -2.16811 -0.71357 0.34
H 5.79726 0.88565 -2.90199 0.38
H 5.24152 -0.84187 -3.03621 0.36
H 4.31626 2.16234 -0.90877 0.42
H 2.09139 2.68471 -0.31993 0.57
H 2.97203 -1.17243 -3.18977 0.30
H -1.66359 -2.95864 -1.76905 0.36
H -3.22286 -2.89933 0.14912 0.49
H -3.39827 -0.83450 1.43226 0.40
H -2.09521 1.07719 0.94224 0.48
H 1.82468 1.45875 1.91335 0.39
H 0.66825 0.32965 1.23184 0.16
H 0.36835 1.05232 2.80599 0.44
C 0.52993 -5.59745 2.63970 -0.60
C -0.29947 -4.83237 1.61601 -0.49
C 0.38853 -3.47660 1.61067 0.16
O 1.76812 -3.71515 1.91273 -0.41
C 1.92810 -5.06081 2.37065 -0.49
H 0.46424 -6.68011 2.53922 0.37
H 0.21326 -5.32871 3.65052 0.27
H -0.20659 -5.30393 0.63417 0.30
H -1.35830 -4.77050 1.86444 0.34
H -0.02004 -2.81998 2.38728 0.11
H 0.30840 -2.96730 0.64937 -0.13
H 2.42676 -5.63257 1.58015 0.29
H 2.56245 -5.07051 3.25804 0.28
C -4.96420 4.99251 -0.69993 -0.41
C -6.07182 4.88747 0.34040 -0.57
C -6.80320 3.63117 -0.11001 -0.48
O -5.82573 2.78676 -0.72298 -0.43
C -4.61925 3.53028 -0.93425 -0.02
H -4.10839 5.58316 -0.37438 0.30
H -5.35687 5.43760 -1.61769 0.29
H -5.63744 4.73394 1.33153 0.26
H -6.71901 5.76268 0.38487 0.35
H -7.56976 3.86410 -0.85741 0.28
H -7.27612 3.09893 0.71672 0.26
H -3.87444 3.17959 -0.21498 -0.09
H -4.24491 3.34012 -1.94075 0.28
```

Summary:
SMILES	[H]/N=C(\C)Cc1ccc2c(c1)Sc1ccccc1N2/C(Br)=C(\C)Br.C1CCOC1.C1CCOC1
relative energy (zero: lowest compared OMol25 entry of this formula, charge and spin)	35.1	kJ/mol
HOMO-LUMO gap	8.4	eV

Entry 4:
Molecular formula: CH6N3
Method: DFT, ωB97M-V/def2-TZVPD

Structure (XYZ):
```
10
Properties=species:S:1:pos:R:3:mulliken_charge:R:1
N -0.01333 1.21856 -0.64751 -0.33
N -0.14939 0.23432 0.48808 -0.18
C -0.50314 -1.15446 0.40775 -0.05
N 0.89728 -0.71567 0.47647 -0.45
H -0.51277 0.91488 -1.57108 0.40
H 1.02994 1.32630 -0.78324 0.40
H -0.55754 2.13308 -0.35636 0.40
H -0.68975 -1.68646 -0.57097 0.26
H -0.95775 -1.46709 1.22326 0.30
H 1.45644 -0.80346 1.33360 0.25
```

Summary:
net charge	+1
SMILES	[NH3+]N1CN1
relative energy (zero: lowest compared OMol25 entry of this formula, charge and spin)	488.1	kJ/mol
HOMO-LUMO gap	11.1	eV

Entry 5:
Molecular formula: C4H8N2S
Method: DFT, ωB97M-V/def2-TZVPD

Structure (XYZ):
```
15
Properties=species:S:1:pos:R:3:mulliken_charge:R:1
H -1.52772 -1.47366 2.09115 0.31
N -1.94145 -1.22702 1.16550 -0.62
C -1.49968 -0.21813 0.61530 0.37
C -1.96677 0.30464 -0.68942 -0.95
S 0.02546 0.76473 1.17771 -0.17
C 1.23601 -0.05096 0.12640 0.60
C 2.42249 0.72888 -0.11559 -0.87
N 1.06350 -1.12192 -0.48989 -0.71
H 0.25775 -1.67870 -0.12796 0.34
H -2.15740 1.34691 -0.67533 0.34
H -1.29817 0.02818 -1.59311 0.26
H -2.89563 -0.24211 -0.96342 0.33
H 2.60249 1.67156 0.68629 0.26
H 2.48178 1.27492 -1.14698 0.23
H 3.19734 -0.10730 -0.06063 0.26
```

Summary:
SMILES	[H]/N=C(/C)S/C(C)=N\[H]
relative energy (zero: lowest compared OMol25 entry of this formula, charge and spin)	208.8	kJ/mol
HOMO-LUMO gap	10.1	eV

Entry 6:
Molecular formula: C5H9NO
Method: DFT, ωB97M-V/def2-TZVPD

Structure (XYZ):
```
16
Properties=species:S:1:pos:R:3:mulliken_charge:R:1
C -1.96763 -0.41525 0.04841 -1.18
C -1.13306 0.59693 0.79995 -0.03
N 0.05062 0.25334 1.59545 -0.70
C 0.22370 0.94952 0.32442 -0.12
C 0.89623 0.15344 -0.76299 -0.07
C 2.20295 -0.43105 -0.45492 -0.39
O 1.03224 -1.24015 -0.50416 -0.46
H -2.42208 0.05314 -0.83448 0.27
H -2.78073 -0.80556 0.66836 0.34
H -1.35930 -1.25538 -0.29877 0.30
H -1.69858 1.37194 1.31478 0.38
H 0.29172 -0.72549 1.43310 0.34
H 0.56855 1.98321 0.38035 0.38
H 0.65075 0.38431 -1.80075 0.40
H 2.93239 -0.62805 -1.23707 0.29
H 2.60602 -0.26718 0.54546 0.24
```

Summary:
SMILES	C[C@H]1N[C@H]1[C@H]1CO1
relative energy (zero: lowest compared OMol25 entry of this formula, charge and spin)	283.8	kJ/mol
HOMO-LUMO gap	10.4	eV

Entry 7:
Molecular formula: C4H12NOS
Method: DFT, ωB97M-V/def2-TZVPD

Structure (XYZ):
```
19
Properties=species:S:1:pos:R:3:mulliken_charge:R:1
N -1.55910 0.00529 1.63636 -0.36
C -0.52046 0.37301 0.50611 0.06
C 0.15951 1.60969 1.13937 -0.74
O 0.85275 1.13434 2.27920 -0.51
C 0.27288 -0.87089 0.23808 -0.54
C 1.07272 -0.78889 -1.06152 -0.94
S -0.00805 -0.83522 -2.56137 -0.13
H -1.02264 -0.33585 2.43601 0.36
H -2.13985 -0.73489 1.23116 0.36
H -2.17471 0.71192 2.04930 0.34
H -1.14738 0.60122 -0.36718 0.34
H -0.49723 2.42940 1.45083 0.46
H 0.79405 2.09578 0.39768 0.34
H 0.60933 1.62632 3.06812 0.33
H 0.97569 -0.99486 1.07767 0.34
H -0.25760 -1.83554 0.22277 0.42
H 1.75627 0.06662 -1.10351 0.39
H 1.71087 -1.68101 -1.11602 0.36
H -0.06936 0.46875 -2.52363 0.12
```

Summary:
net charge	+1
SMILES	[NH3+][C@@H](CO)CCS
relative energy (zero: lowest compared OMol25 entry of this formula, charge and spin)	69.1	kJ/mol
HOMO-LUMO gap	9.1	eV

Entry 8:
Molecular formula: C6H12N2OS2
Method: DFT, ωB97M-V/def2-TZVPD

Structure (XYZ):
```
23
Properties=species:S:1:pos:R:3:mulliken_charge:R:1
N -0.05460 2.34268 1.76936 -0.59
C 0.39276 1.07754 1.19239 -0.63
C -0.66563 0.37398 0.35355 0.11
C -1.91423 1.06610 -0.08689 0.10
N -2.38280 0.80796 -1.42432 -0.69
C -2.00479 -0.08552 0.88099 -0.59
S -2.41982 0.12583 2.61070 -0.26
H -0.68965 2.16047 2.54167 0.21
H 0.74644 2.83283 2.15857 0.24
H 0.77714 0.36078 1.93892 0.18
H 1.23217 1.30788 0.52640 0.46
H -0.24905 -0.31851 -0.37371 0.11
H -2.04807 2.05792 0.34786 0.40
H -1.87834 1.39595 -2.08136 0.23
H -3.36624 1.05129 -1.50349 0.24
H -2.37078 -1.01221 0.44922 0.44
H -3.67488 0.57784 2.44356 0.12
O 1.30352 0.39824 -0.74305 -0.44
C 1.64389 -0.40977 -1.57192 0.10
C 2.74428 -1.39580 -1.31252 -0.28
S 3.20718 -2.47689 -2.40777 -0.17
H 1.17913 -0.48022 -2.57604 0.40
H 3.20043 -1.31674 -0.32314 0.32
```

Summary:
SMILES	NC[C@@H]1[C@@H](N)[C@@H]1S.O=CC=S
relative energy (zero: lowest compared OMol25 entry of this formula, charge and spin)	0.0	kJ/mol
HOMO-LUMO gap	6.7	eV